Entry 1:
A molecular structure, C10H36FeN18O12 at a distorted geometry, computed with ωB97M-V with the def2-TZVPD basis set.

Geometry as ORCA input:
```
! RIJCOSX wB97M-V def2-TZVPD def2/J DEFGRID3
* xyz 0 5
Fe 1.31351 -1.59511 -1.00647
C -0.48566 -0.04785 -0.01840
O 0.68844 0.36657 -0.27254
O -0.65571 -1.22595 -0.46675
O -1.37757 0.60048 0.50264
C -1.14466 -4.42635 0.86405
O -0.94669 -5.60721 1.13419
N -1.18157 -3.47117 1.80861
N -1.43315 -3.94417 -0.31403
H -1.22420 -2.53793 1.43355
H -0.72425 -3.74177 2.66424
H -1.30196 -2.94324 -0.38537
H -1.23898 -4.68690 -0.97131
C -3.10693 -1.10192 3.07384
O -3.42041 -1.72512 4.07581
N -3.33619 -1.40969 1.82313
N -2.61545 0.14994 3.12181
H -2.91747 -0.86630 1.08629
H -3.85492 -2.21827 1.52056
H -2.40751 0.44279 4.06297
H -2.33200 0.57771 2.25286
C 4.13283 -0.16124 -0.19965
O 3.32271 -0.92671 -0.79608
N 5.18591 0.32663 -0.78063
N 3.96673 0.12863 1.07978
H 5.83265 0.83101 -0.19506
H 5.38143 0.18865 -1.75869
H 4.00033 1.08728 1.39490
H 3.17695 -0.38958 1.43521
C -4.15854 -0.88703 -1.96706
O -5.21337 -1.27532 -2.41529
N -4.07591 0.08347 -1.07609
N -3.01959 -1.56369 -2.07801
H -3.18560 0.39712 -0.72070
H -4.91071 0.62870 -0.93195
H -2.32659 -1.30879 -1.38461
H -2.97485 -2.49941 -2.44551
C 1.84306 2.66757 -2.78067
O 2.43991 3.41249 -3.53603
N 2.37884 1.97875 -1.76434
N 0.52047 2.52498 -2.83459
H 1.86388 1.37390 -1.13603
H 3.37305 1.84966 -1.86491
H 0.02103 1.79686 -2.35080
H -0.01039 3.05532 -3.50570
C -1.23123 4.40042 0.13157
O -0.79387 5.53053 0.31236
N -2.10019 4.07097 -0.79656
N -0.78934 3.34240 0.78455
H -2.53402 3.16818 -0.88447
H -2.58941 4.86433 -1.18456
H -1.04736 2.39133 0.53852
H 0.09763 3.63450 1.16754
C 0.60512 -0.77310 -4.00025
O 1.25946 -0.88919 -2.95375
N -0.70707 -0.71167 -3.98649
N 1.09774 -0.78330 -5.23862
H -1.15267 -0.64095 -3.08404
H -1.23735 -0.55846 -4.82709
H 2.09499 -0.69442 -5.34648
H 0.41847 -0.71310 -5.97518
C 1.80926 -2.23839 2.05166
O 1.71082 -2.37312 0.83087
N 1.23578 -1.27155 2.71683
N 2.52236 -3.03689 2.79500
H 0.69036 -0.57241 2.24064
H 1.44501 -1.19094 3.69792
H 2.65548 -2.99340 3.79125
H 3.01241 -3.79114 2.33880
C 1.52947 2.42090 3.08823
O 2.11130 3.10564 3.94239
N 1.78107 2.52945 1.76151
N 0.39889 1.72770 3.29091
H 1.58104 1.76991 1.12440
H 2.52380 3.18678 1.57373
H -0.22353 1.52083 2.52437
H -0.03533 1.66039 4.19731
*
```

## Properties
gap between HOMO and LUMO (spin up / spin down) = 8.8 / 8.6 eV
HOMO energy (spin up / spin down) = -9.38 / -9.38 eV

Entry 2:
8 unconnected molecules or ions with the total composition C10H36N6O8 at a distorted geometry, computed with ωB97M-V with the def2-TZVPD basis set.

Geometry as ORCA input:
```
! RIJCOSX wB97M-V def2-TZVPD def2/J DEFGRID3
* xyz 0 1
N -2.22529 -3.06693 -0.78483
C -1.53967 -1.92006 -0.91910
N -2.26512 -1.04301 -1.63780
O -0.40823 -1.54355 -0.21266
H -1.70035 -3.83945 -0.36353
H -3.07024 -3.33660 -1.18036
H -1.78231 -0.08153 -1.69628
H -3.18631 -1.09597 -2.15943
N -1.79017 1.55241 0.86732
C -1.77078 2.79405 0.44760
N -2.91463 3.20031 0.00356
O -0.64558 3.55640 0.31568
H -0.99956 1.03709 1.19914
H -2.64894 1.00630 1.06075
H -3.11721 4.12666 -0.11214
H -3.77187 2.71066 0.12872
N -0.97478 1.19989 -1.94610
C -1.24222 2.13198 -2.88249
N -2.13810 3.00263 -2.53184
O -0.81049 1.94813 -4.18423
H -0.05921 0.63756 -2.15661
H -1.29370 1.22864 -1.00884
H -2.41010 3.77704 -3.16557
H -2.56031 3.05878 -1.55527
C 2.82879 -2.57962 -1.44426
C 3.75351 -1.63221 -0.65598
O 3.63356 -0.31695 -1.16075
H 3.11696 -2.37011 -2.50392
H 1.81832 -2.41906 -1.19651
H 3.00319 -3.62942 -1.31389
H 4.68110 -2.08205 -0.65243
H 3.54470 -1.65433 0.40477
H 4.29039 0.33484 -0.77033
C 1.65987 2.08862 1.84785
C 1.17133 0.88711 0.94824
O 0.41440 0.00639 1.74822
H 2.39852 1.62716 2.55135
H 0.84181 2.45115 2.41923
H 2.10475 2.90266 1.28469
H 1.95193 0.36558 0.51076
H 0.63611 1.32090 0.11731
H 0.06860 -0.79552 1.25236
C -2.37453 -1.78649 3.69921
O -2.00653 -2.13258 2.34535
H -1.50685 -2.10077 4.19706
H -3.27183 -2.36407 3.97986
H -2.44250 -0.73140 3.98095
H -2.83122 -2.08405 1.85843
C 2.08428 2.67006 -2.45875
O 2.01509 1.29279 -2.90363
H 1.88686 2.71908 -1.36269
H 1.35227 3.26460 -3.02965
H 3.06231 3.08225 -2.82918
H 2.69282 0.83370 -2.42489
C 1.16618 -2.96673 2.64716
O 0.05344 -3.73889 3.06900
H 1.32124 -2.16515 3.34916
H 0.91439 -2.45364 1.75430
H 2.05058 -3.52765 2.47658
H -0.75870 -3.35766 2.73929
*
```

## Properties
gap between HOMO and LUMO = 8.3 eV
HOMO energy = -8.64 eV

Entry 3:
8 unconnected molecules or ions with the total composition C10H36N8O8 at a distorted geometry, computed with ωB97M-V with the def2-TZVPD basis set.

Geometry as ORCA input:
```
! RIJCOSX wB97M-V def2-TZVPD def2/J DEFGRID3
* xyz 0 1
N -3.01348 2.45073 3.34273
C -3.20848 1.52273 2.48973
N -2.91948 0.33373 2.80373
O -3.76748 1.86073 1.24673
H -3.44148 3.28773 3.07273
H -2.49448 2.36573 4.23773
H -2.85048 -0.36627 2.03273
H -2.46448 0.05673 3.68673
N 3.69552 2.48373 0.47673
C 2.92552 1.61973 -0.09727
N 2.99052 0.42773 0.41773
O 2.21152 2.10273 -1.16427
H 4.52152 2.25673 1.05973
H 3.76952 3.46273 0.02673
H 2.43752 -0.16127 -0.21727
H 3.13752 0.20573 1.37773
N 1.66052 -3.04627 0.07373
C 0.93352 -1.99027 -0.12727
N 1.44552 -1.15227 -0.92527
O -0.29248 -1.88127 0.47273
H 1.30452 -3.79827 0.68473
H 2.52352 -3.30227 -0.41227
H 0.98652 -0.26827 -1.16727
H 2.18952 -1.53227 -1.48427
N 3.55052 2.37773 -3.36727
C 3.18052 1.41073 -4.16927
N 4.00952 1.30173 -5.20027
O 2.12852 0.60173 -3.86727
H 3.00952 2.45973 -2.48027
H 4.23752 3.03973 -3.50127
H 3.66852 0.69373 -5.96327
H 4.86252 1.92473 -5.37227
C -4.92948 -1.90927 0.19773
C -3.41748 -1.60127 -0.00227
O -2.77648 -1.91627 1.22973
H -5.41048 -1.68027 -0.74927
H -5.31048 -1.25327 0.99073
H -5.17948 -2.92427 0.40873
H -3.20648 -0.60127 -0.21927
H -2.93848 -2.17927 -0.82127
H -1.81948 -1.95727 0.94373
C 0.52452 0.64973 3.15873
C -0.04948 -0.61627 3.59273
O -0.96948 -0.40827 4.62673
H 0.98552 1.07373 4.06973
H -0.32648 1.25473 2.86473
H 1.26252 0.59173 2.36873
H 0.63552 -1.29627 4.03373
H -0.58448 -1.16327 2.85073
H -1.37448 -1.21927 4.84773
C -0.63248 -1.88127 -3.47427
O 0.14352 -2.93027 -2.84427
H -0.00248 -1.18827 -3.93227
H -1.24148 -1.38427 -2.71127
H -1.39048 -2.25027 -4.22727
H 0.58052 -2.57827 -2.09327
C -0.86148 1.38373 -0.27527
O -0.21248 1.15273 -1.52427
H -0.32248 0.84673 0.52573
H -1.84548 1.00973 -0.22527
H -0.81348 2.47473 -0.04727
H 0.55552 1.75273 -1.54927
*
```

## Properties
gap between HOMO and LUMO = 8.0 eV
HOMO energy = -8.02 eV

Entry 4:
A molecular structure, C10H37Ca2O19PS2 at a distorted geometry, computed with ωB97M-V with the def2-TZVPD basis set.

Geometry as ORCA input:
```
! RIJCOSX wB97M-V def2-TZVPD def2/J DEFGRID3
* xyz 1 2
Ca -2.46369 -1.70769 0.31441
Ca 2.25055 -3.19871 -0.89973
S 0.74224 -0.35759 0.43004
O 1.53436 -1.15207 -0.49192
O 1.11798 1.04851 0.36341
O -0.65675 -0.57103 0.09676
O 1.00093 -0.88373 1.79167
S -0.42097 -4.36260 -1.02460
O -1.35172 -3.42730 -0.41080
O 0.63456 -4.63465 -0.06443
O -1.12068 -5.57469 -1.51782
O 0.38648 -3.71478 -2.09173
C 2.70485 1.65755 -2.56359
O 1.46273 2.14513 -1.97261
H 3.54854 1.98126 -1.95408
H 2.87254 0.59068 -2.41606
H 2.92342 1.99490 -3.57676
H 1.30374 1.72783 -1.12280
C 2.48725 -3.68282 2.52124
O 2.61852 -2.82811 1.38583
H 2.94741 -3.13730 3.34511
H 1.49784 -4.06693 2.76950
H 3.08005 -4.59100 2.41216
H 2.06481 -2.09407 1.66182
C 4.24616 0.27098 1.43951
O 3.46625 1.43505 1.37248
H 5.29590 0.38606 1.70948
H 3.79676 -0.48247 2.08639
H 4.20277 -0.23574 0.47543
H 2.61485 1.16001 1.02451
C 1.39654 4.23629 0.46977
O 1.08388 3.40168 1.54327
H 2.30832 3.90966 -0.03030
H 0.55577 4.19820 -0.22289
H 1.59130 5.24398 0.83682
H 1.35303 2.50692 1.32293
C -1.55762 -2.39843 3.70572
O -1.51449 -1.84373 2.41837
H -1.07432 -3.37411 3.75644
H -1.15558 -1.63602 4.37294
H -2.62559 -2.43776 3.92018
H -0.64348 -1.44605 2.34936
C -0.20854 -0.69221 -3.22097
O -0.19910 -1.90453 -4.00116
H 0.74480 -0.41727 -2.76970
H -0.53682 0.19862 -3.75645
H -0.95602 -0.75807 -2.43038
H -0.00421 -2.59689 -3.36535
C 1.31644 0.36908 4.70471
O 1.46025 -0.96852 4.30447
H 2.22460 0.62191 5.25192
H 1.20208 0.99605 3.82044
H 0.44559 0.55287 5.33396
H 1.39570 -0.93249 3.34732
C -3.69056 0.43263 -4.02905
O -3.56426 1.57060 -3.21575
P -3.70209 1.40503 -1.61444
O -3.32530 0.06779 -1.06686
O -2.80086 2.57477 -0.96269
C -1.39712 2.39499 -1.08095
O -5.27589 1.86623 -1.37570
C -5.74163 3.14174 -1.80962
H -3.05820 -0.38001 -3.67154
H -3.46183 0.68314 -5.06492
H -4.73219 0.11206 -4.00990
H -1.03462 1.53975 -1.65127
H -0.95254 2.25531 -0.09559
H -0.84710 3.26662 -1.43570
H -6.11520 3.62112 -0.90477
H -6.60452 3.05940 -2.47048
H -5.08630 3.86498 -2.29498
*
```

## Properties
gap between HOMO and LUMO (spin up / spin down) = 8.4 / 2.6 eV
HOMO energy (spin up / spin down) = -11.47 / -11.47 eV

> What is the formula in the second record?

C10H36N6O8